# CHCrO3

A structure of composition CHCrO3 at a distorted geometry (ωB97M-V/def2-TZVPD, the Open Molecules 2025 dataset).

Each line ends with the Löwdin charge.
CARTESIAN COORDINATES (ANGSTROEM)
Cr -0.871 0.841 -1.433  1.60
O 0.410 -0.054 -0.294  0.05
O 0.884 -1.679 1.354  0.38
O 0.797 -0.241 1.995  0.36
C 0.708 -0.557 0.741  -0.54
H -1.929 1.691 -2.363  0.15

Computed properties:
⟨S²⟩: 4.22
Spin multiplicity: 4
Charge: +2
HOMO (spin up / spin down) (eV): -22.1114 / -22.0877
LUMO (spin up / spin down) (eV): -15.96 / -14.06
Frontier orbital gap (spin up / spin down) (hartree): 0.226 / 0.295
Energy relative to the best compared isomer or geometry (same formula, charge and spin) (kJ/mol): 461.7

# CHCuO3

A structure of composition CHCuO3 at a distorted geometry (ωB97M-V/def2-TZVPD, the Open Molecules 2025 dataset).

Each line ends with the Löwdin charge.
CARTESIAN COORDINATES (ANGSTROEM)
Cu -0.066 -0.657 -1.745  0.55
O -1.196 -1.089 1.987  0.24
O -0.508 0.885 -0.959  -0.42
O 0.547 -0.996 0.459  0.07
C -0.364 -0.983 1.193  -0.42
H -1.179 1.008 -0.287  -0.03

Computed properties:
⟨S²⟩: 2.00
Spin multiplicity: 3
HOMO (spin up / spin down) (eV): -7.2215 / -10.6528
LUMO (spin up / spin down) (eV): 0.30 / -2.19
Frontier orbital gap (spin up / spin down) (hartree): 0.276 / 0.311
Energy relative to the best compared isomer or geometry (same formula, charge and spin) (kJ/mol): 33.0

# CHF2IO

The molecule CHF2IO at a distorted geometry (ωB97M-V/def2-TZVPD, the Open Molecules 2025 dataset).

Each line ends with the Löwdin charge.
CARTESIAN COORDINATES (ANGSTROEM)
I 0.581 1.194 2.149  0.94
F -1.143 -0.990 -0.749  0.09
F 0.954 -0.426 -1.200  0.01
O 0.115 -0.420 0.947  -0.56
C -0.144 -0.188 -0.365  -0.63
H -0.363 0.829 -0.781  0.15

Computed properties:
Structure (SMILES): FC(F)OI
HOMO (eV): -10.5046
LUMO (eV): -1.96
Frontier orbital gap (hartree): 0.314
Energy relative to the best compared isomer or geometry (same formula, charge and spin) (kJ/mol): 119.7

# CHF2IO

A cluster of 2 separate species, CHF2IO in total at a distorted geometry (ωB97M-V/def2-TZVPD, the Open Molecules 2025 dataset).

Each line ends with the Löwdin charge.
CARTESIAN COORDINATES (ANGSTROEM)
I 0.651 0.598 2.034  1.13
F -1.422 0.372 -0.048  0.04
F 0.034 -1.752 0.469  -0.50
O 0.645 0.430 -0.925  0.03
C -0.089 0.325 0.190  -0.88
H 0.182 0.028 -1.720  0.17

Computed properties:
HOMO (eV): -10.0443
LUMO (eV): -0.41
Frontier orbital gap (hartree): 0.354
Energy relative to the best compared isomer or geometry (same formula, charge and spin) (kJ/mol): 251.4

# CHF2IO

The molecule CHF2IO at a distorted geometry (ωB97M-V/def2-TZVPD, the Open Molecules 2025 dataset).

Each line ends with the Löwdin charge.
CARTESIAN COORDINATES (ANGSTROEM)
I 2.422 -0.443 -0.376  0.97
F -0.844 1.126 0.774  0.11
F -0.375 0.455 -1.334  -0.16
O 0.654 -0.525 0.617  -0.61
C -0.530 0.002 0.163  -0.43
H -1.327 -0.616 0.155  0.12

Computed properties:
Structure (SMILES): FC(F)OI
HOMO (eV): -10.2181
LUMO (eV): -1.67
Frontier orbital gap (hartree): 0.314
Energy relative to the best compared isomer or geometry (same formula, charge and spin) (kJ/mol): 157.8

# CHF2IS

A cluster of 2 separate species, CHF2IS in total at a distorted geometry (ωB97M-V/def2-TZVPD, the Open Molecules 2025 dataset).

Each line ends with the Löwdin charge.
CARTESIAN COORDINATES (ANGSTROEM)
I 2.619 -0.133 0.679  0.46
S -1.802 1.567 0.609  0.84
F -1.673 -0.228 -1.218  0.11
F -0.810 -0.740 0.631  0.01
C -1.492 0.182 -0.008  -1.03
H 3.158 -0.649 -0.693  -0.38

Computed properties:
Structure (SMILES): FC(F)=S.I
HOMO (eV): -10.0756
LUMO (eV): 0.11
Frontier orbital gap (hartree): 0.374
Energy relative to the best compared isomer or geometry (same formula, charge and spin) (kJ/mol): 26.5